Entry 1:
Molecular formula: C44H116N8O16
Method: DFT, ωB97M-V with the def2-TZVPD basis set

Structure (SMILES): COC[C@H](C)N.COC[C@H](C)N.COC[C@H](C)N.COC[C@H](C)N.COCCNCCOC.COCCNCCOC.COCCNCCOC.COCCNCCOC.OCCO.OCCO
Energy relative to the best compared isomer or geometry (same formula, charge and spin), kJ/mol: 1053.6

Each line ends with the Mulliken charge.
Atoms and positions in Å:
C1 -28.83544 -5.74585 -11.66225  -0.82
O1 -28.97634 -4.30249 -11.77352  -0.24
C2 -28.16352 -3.90353 -12.83985  -0.76
C3 -28.12193 -2.35301 -12.72936  0.55
C4 -27.44953 -1.65334 -13.91760  -1.35
N1 -27.40476 -1.93928 -11.49152  -0.82
H1 -29.45047 -6.05082 -10.81559  0.27
H2 -27.83087 -6.09972 -11.43046  0.32
H3 -29.18716 -6.34511 -12.50206  0.33
H4 -27.19008 -4.36554 -12.67543  0.37
H5 -28.57393 -4.24086 -13.79162  0.35
H6 -29.12923 -2.00391 -12.50226  0.29
H7 -27.26560 -0.60779 -13.67042  0.33
H8 -28.13029 -1.72289 -14.76603  0.36
H9 -26.54180 -2.09071 -14.33332  0.32
H10 -27.86610 -2.42756 -10.73729  0.26
H11 -27.50196 -0.95217 -11.30104  0.23
C5 -24.63597 -3.33875 -24.75172  -0.71
O2 -25.01811 -2.54339 -23.62100  -0.32
C6 -26.16923 -3.07609 -23.03083  -0.70
C7 -26.60813 -1.90056 -22.02095  0.42
C8 -27.88903 -2.29243 -21.12205  -1.36
N2 -26.97844 -0.70443 -22.77006  -0.63
H12 -23.73167 -2.92739 -25.20016  0.24
H13 -25.49054 -3.21832 -25.41753  0.33
H14 -24.45039 -4.35068 -24.39162  0.28
H15 -26.93963 -3.24350 -23.78353  0.32
H16 -26.10390 -4.02239 -22.49385  0.40
H17 -25.77777 -1.78174 -21.32490  0.23
H18 -28.04821 -1.58100 -20.31173  0.36
H19 -27.75886 -3.27229 -20.66269  0.34
H20 -28.83158 -2.25727 -21.66838  0.34
H21 -26.37590 -0.58409 -23.57165  0.25
H22 -27.94917 -0.62163 -23.03638  0.21
C9 -23.80319 -5.56447 -17.56950  -0.82
O3 -22.60810 -6.18662 -17.94216  -0.27
C10 -21.61478 -6.43588 -16.93365  -0.80
C11 -20.72471 -7.51892 -17.61298  0.53
C12 -19.81571 -6.86189 -18.67411  -1.39
N3 -21.54416 -8.67319 -18.03908  -0.79
H23 -24.44959 -5.37499 -18.42645  0.25
H24 -23.60237 -4.58604 -17.13311  0.31
H25 -24.44309 -6.04068 -16.82664  0.31
H26 -21.08742 -5.57058 -16.53208  0.40
H27 -22.05858 -6.98116 -16.10070  0.36
H28 -20.06466 -7.88168 -16.82504  0.34
H29 -18.94614 -6.44985 -18.16209  0.33
H30 -20.28131 -6.11341 -19.31528  0.28
H31 -19.37112 -7.57997 -19.36316  0.40
H32 -22.15907 -8.89456 -17.26902  0.26
H33 -22.31877 -8.34751 -18.59945  0.30
C13 -28.61157 1.75439 -5.89615  -0.92
O4 -27.75315 2.08939 -6.95470  -0.31
C14 -26.51466 2.61988 -6.55208  -0.53
C15 -25.77601 2.77045 -7.87767  0.33
C16 -24.45379 3.60071 -7.59735  -1.58
N4 -26.60432 3.50528 -8.87925  -0.66
H34 -28.30713 0.82963 -5.40601  0.33
H35 -29.70071 1.75286 -5.93954  0.32
H36 -28.67545 2.46870 -5.07532  0.33
H37 -26.49558 3.62815 -6.13841  0.31
H38 -26.00000 1.86622 -5.95606  0.34
H39 -25.42392 1.85609 -8.35525  0.26
H40 -23.69141 3.12303 -6.98196  0.39
H41 -24.55452 4.57868 -7.12667  0.40
H42 -23.95892 3.80049 -8.54777  0.40
H43 -26.47973 4.49871 -8.74629  0.24
H44 -27.46310 2.99726 -8.72268  0.35
C17 -38.42104 1.21424 -8.49530  -0.71
O5 -37.58201 0.24114 -9.16826  -0.32
C18 -36.21961 0.49937 -8.90969  -0.45
C19 -35.37772 -0.77541 -9.01423  -0.82
N5 -35.29324 -1.30888 -10.33974  -0.21
C20 -34.36370 -2.50210 -10.55973  -0.63
C21 -34.45699 -3.01391 -11.96354  -0.43
O6 -35.70567 -3.68288 -12.27307  -0.37
C22 -35.77244 -4.97639 -11.74091  -0.68
H45 -39.47016 1.00589 -8.70508  0.24
H46 -38.29049 2.13115 -9.07005  0.29
H47 -38.18512 1.20097 -7.43122  0.30
H48 -35.95353 0.60557 -7.85800  0.34
H49 -35.91584 1.39706 -9.44819  0.37
H50 -35.61033 -1.38486 -8.14097  0.32
H51 -34.33912 -0.50251 -8.82734  0.37
H52 -36.20806 -1.71189 -10.48388  0.22
H53 -34.52392 -3.33650 -9.87695  0.21
H54 -33.38341 -2.08773 -10.32427  0.53
H55 -33.62229 -3.66336 -12.22733  0.41
H56 -34.37989 -2.20858 -12.69403  0.19
H57 -35.02890 -5.62973 -12.19739  0.29
H58 -36.76261 -5.28575 -12.07550  0.25
H59 -35.74370 -5.02777 -10.65251  0.28
C23 -18.57897 9.23448 -18.16384  -0.76
O7 -19.96476 9.52575 -18.24375  -0.34
C24 -20.54085 9.61015 -19.60081  -0.40
C25 -21.89136 8.86294 -19.53487  -0.96
N6 -21.89675 7.52055 -20.08306  -0.41
C26 -20.87617 6.64353 -19.48099  -0.39
C27 -21.13382 6.22224 -18.02695  -0.44
O8 -21.92978 5.03413 -17.96334  -0.34
C28 -22.29387 4.77139 -16.61717  -0.72
H60 -18.39341 8.36877 -18.79962  0.32
H61 -18.02117 9.25610 -17.22762  0.27
H62 -18.10363 9.92976 -18.85574  0.35
H63 -19.88865 9.33269 -20.42891  0.38
H64 -20.92554 10.60869 -19.80822  0.34
H65 -22.53534 9.39302 -20.23657  0.46
H66 -22.29842 8.89442 -18.52422  0.31
H67 -21.85183 7.64398 -21.08447  0.29
H68 -19.86103 7.04054 -19.48478  0.08
H69 -20.86121 5.75540 -20.11273  0.44
H70 -21.53695 7.05400 -17.44922  0.33
H71 -20.17192 5.99817 -17.56583  0.33
H72 -23.08331 4.02256 -16.68155  0.25
H73 -22.67710 5.66384 -16.12243  0.31
H74 -21.54065 4.35241 -15.94992  0.29
C29 -15.77352 -1.63291 -8.14638  -0.79
O9 -17.13416 -1.69946 -8.43534  -0.30
C30 -17.83013 -0.82154 -7.66326  -0.53
C31 -19.28651 -0.76761 -8.08864  -0.77
N7 -20.07145 -1.85813 -7.37556  -0.39
C32 -21.43883 -1.67076 -7.74484  -0.41
C33 -22.17511 -2.85708 -7.11133  -0.66
O10 -21.70244 -4.12773 -7.59467  -0.31
C34 -22.40142 -5.25717 -7.22004  -0.79
H75 -15.31178 -1.74430 -9.12744  0.27
H76 -15.49591 -2.38342 -7.40626  0.26
H77 -15.42589 -0.64126 -7.85674  0.36
H78 -17.43923 0.18508 -7.81174  0.41
H79 -17.65684 -1.11048 -6.62663  0.33
H80 -19.35490 -0.80155 -9.17597  0.33
H81 -19.82334 0.12418 -7.76517  0.44
H82 -19.69843 -2.73291 -7.71576  0.26
H83 -21.43835 -1.63222 -8.83417  0.38
H84 -21.84220 -0.77282 -7.27679  0.29
H85 -23.26207 -2.86526 -7.19225  0.46
H86 -21.95825 -2.91150 -6.04451  0.29
H87 -22.86392 -5.30298 -6.23410  0.33
H88 -21.67356 -6.06597 -7.28450  0.23
H89 -23.20529 -5.32755 -7.95281  0.29
C35 -34.74246 -11.60444 -0.86621  -0.79
O11 -34.83774 -10.65037 -1.90451  -0.29
C36 -34.94752 -11.26523 -3.19728  -0.69
C37 -35.14128 -10.22384 -4.30705  -0.62
N8 -33.95444 -9.55415 -4.75653  -0.40
C38 -32.92419 -9.15244 -3.72574  -0.47
C39 -31.83900 -8.17373 -4.37395  -0.61
O12 -32.38582 -7.10651 -5.08876  -0.30
C40 -31.45199 -6.28083 -5.72407  -0.75
H90 -33.75711 -12.06938 -0.83453  0.33
H91 -35.50868 -12.36909 -0.73848  0.30
H92 -34.75823 -10.88611 -0.04653  0.26
H93 -35.77492 -11.97477 -3.20532  0.49
H94 -34.10548 -11.93535 -3.37047  0.39
H95 -35.89358 -9.51518 -3.96070  0.30
H96 -35.52854 -10.64070 -5.23675  0.40
H97 -34.14144 -8.74043 -5.32485  0.25
H98 -32.58125 -10.04212 -3.19758  0.34
H99 -33.37900 -8.49081 -2.98852  0.25
H100 -31.27039 -8.82405 -5.03868  0.36
H101 -31.13512 -7.97622 -3.56547  0.39
H102 -31.97590 -5.55598 -6.34714  0.25
H103 -30.62042 -6.76670 -6.23448  0.31
H104 -31.04292 -5.63271 -4.94901  0.30
O13 -29.32261 -8.62657 -16.93004  -0.51
C41 -28.82229 -9.95467 -16.69567  -0.36
C42 -29.83605 -10.70004 -15.84264  -0.45
O14 -31.17431 -10.77761 -16.37194  -0.52
H105 -30.25194 -8.70612 -17.15724  0.33
H106 -28.85916 -10.43351 -17.67416  0.24
H107 -27.78519 -9.86196 -16.37328  0.33
H108 -29.75695 -10.45517 -14.78345  0.33
H109 -29.45029 -11.71553 -15.75285  0.28
H110 -31.13838 -11.21134 -17.22761  0.32
O15 -32.31493 1.75769 -12.64127  -0.52
C43 -31.82160 1.81238 -14.04901  -0.20
C44 -30.80864 2.97056 -14.33535  -0.48
O16 -31.40882 4.26524 -14.14724  -0.54
H111 -32.85997 0.99945 -12.41856  0.27
H112 -31.15505 0.97343 -14.24894  0.23
H113 -32.66276 1.75044 -14.73946  0.33
H114 -30.39530 2.89658 -15.34122  0.32
H115 -30.05876 2.81219 -13.56031  0.28
H116 -31.33043 4.67142 -13.28094  0.30

=====

Entry 2:
Molecular formula: C14H15Cl12IO2
Method: DFT, ωB97M-V with the def2-TZVPD basis set

Structure (SMILES): CCCCC1=C(I)C(=O)C=CC1=O.ClC(Cl)Cl.ClC(Cl)Cl.ClC(Cl)Cl.ClC(Cl)Cl

Each line ends with the Mulliken charge.
Atoms and positions in Å:
C1 -0.35707 -0.49664 2.70407  -0.16
C2 -1.69168 -0.75358 1.72902  -0.41
C3 -1.49248 -1.97930 0.66211  -0.50
C4 -0.54747 -1.64879 -0.62961  -0.10
C5 0.15573 -0.17116 -0.63903  0.87
C6 1.65217 0.00664 -0.45440  -0.83
I1 3.05943 -1.66525 -0.12764  0.08
C7 2.36092 1.51909 -0.52133  0.52
O1 3.71031 1.67228 -0.54905  -0.51
C8 1.48769 2.92913 -0.61248  -0.45
C9 0.00158 2.75321 -0.78274  -0.13
C10 -0.66797 1.26207 -0.89752  0.42
O2 -1.97914 1.19348 -1.17775  -0.58
H1 -0.66258 -0.46760 3.85749  -0.19
H2 0.49751 -1.27780 2.51162  0.17
H3 0.04908 0.58789 2.46807  0.16
H4 -2.10690 0.24816 1.26179  0.13
H5 -2.53987 -1.11230 2.48922  0.37
H6 -1.07009 -2.95598 1.18478  0.26
H7 -2.57216 -2.28665 0.25942  0.13
H8 0.19297 -2.55468 -0.76104  0.16
H9 -1.26085 -1.68518 -1.58608  0.11
H10 2.02109 3.98664 -0.55982  0.32
H11 -0.68869 3.71844 -0.83392  0.21
Cl1 -3.18421 -3.58027 -2.23442  -0.10
C11 -2.17576 -4.47034 -3.38773  0.02
Cl2 -0.45803 -4.16933 -3.07386  -0.10
Cl3 -2.52722 -6.20539 -3.31174  -0.12
H12 -2.40917 -4.11550 -4.39472  0.31
Cl4 6.56719 -2.79212 -2.62150  -0.14
C12 6.69872 -1.03379 -2.79547  -0.02
Cl5 6.48228 -0.55821 -4.48861  -0.13
Cl6 5.51311 -0.21610 -1.76329  -0.03
H13 7.69937 -0.73019 -2.47773  0.31
Cl7 -1.76242 5.78176 -3.29858  -0.12
C13 -3.13256 4.82054 -2.71714  0.21
Cl8 -3.56665 5.29180 -1.06510  -0.13
Cl9 -4.52291 5.00013 -3.80082  -0.14
H14 -2.83627 3.76860 -2.70855  0.17
Cl10 0.39717 -0.79483 6.98842  -0.11
C14 -0.82532 0.47882 7.13885  0.01
Cl11 -0.12270 2.06256 6.76757  -0.12
Cl12 -2.20445 0.14590 6.07732  -0.12
H15 -1.18167 0.49384 8.17192  0.32

=====

no.,E_HOMO (eV),DFT total energy (Ha)
1,-8.341,-3387.332877
2,-9.262,-6512.620508